Entry 1:
{
  "formula": "C6H10N2",
  "method": "ωB97M-V/def2-TZVPD",
  "spin_multiplicity": 1,
  "lumo_energy_ha": 0.028,
  "relative_energy_kcal_mol": 52.6,
  "energy_ev": -9362.154,
  "total_charge": 0,
  "smiles": "C#C/N=C(\\C)N(C)C",
  "symbols": ["C", "C", "N", "C", "C", "N", "C", "C", "H", "H", "H", "H", "H", "H", "H", "H", "H", "H"],
  "coordinates": [[-3.780602, 0.228931, -0.091007], [-2.586761, 0.389920, -0.096592], [-1.311895, 0.715660, -0.107277], [-0.336277, -0.116450, -0.043691], [-0.504997, -1.609929, 0.067407], [0.928821, 0.372866, -0.105943], [2.092391, -0.451455, 0.093055], [1.150644, 1.798615, -0.083261], [-4.820021, 0.106833, -0.090333], [0.013330, -1.996376, 0.943318], [-1.566347, -1.834020, 0.155629], [-0.117421, -2.110497, -0.819139], [2.964229, 0.082846, -0.282912], [2.260003, -0.676757, 1.153511], [2.007912, -1.389731, -0.453001], [0.194033, 2.294785, -0.226512], [1.833579, 2.082736, -0.886669], [1.579377, 2.112023, 0.873419]],
  "forces_ev_per_angstrom": [[0.584, 0.000, -0.004], [-0.675, -0.249, 0.033], [0.423, 0.540, 0.011], [0.147, -0.347, -0.085], [-0.188, 0.210, 0.009], [-0.143, -0.037, -0.024], [0.089, -0.255, 0.094], [-0.064, 0.308, -0.070], [-0.601, -0.109, 0.003], [0.056, -0.043, 0.005], [0.042, -0.009, -0.001], [0.053, -0.026, -0.008], [-0.027, -0.047, -0.002], [0.059, 0.001, -0.043], [0.061, 0.008, 0.030], [0.164, 0.047, 0.019], [0.017, 0.000, 0.036], [0.003, 0.006, -0.003]]
}


Entry 2:
{
  "formula": "C28H33AsN2O6SSb2Sc",
  "method": "ωB97M-V/def2-TZVPD",
  "spin_multiplicity": 1,
  "lumo_energy_ha": -0.117,
  "relative_energy_kcal_mol": 0.0,
  "energy_ev": -150285.546,
  "total_charge": 1,
  "symbols": ["Sc", "C", "C", "C", "C", "N", "C", "C", "C", "C", "C", "C", "N", "H", "H", "H", "H", "H", "H", "H", "H", "O", "As", "O", "O", "C", "C", "C", "C", "C", "C", "S", "O", "O", "O", "H", "H", "H", "H", "H", "C", "Sb", "C", "C", "C", "C", "C", "C", "C", "C", "C", "Sb", "C", "C", "H", "H", "H", "H", "H", "H", "H", "H", "H", "H", "H", "H", "H", "H", "H", "H", "H", "H", "H", "H"],
  "coordinates": [[-0.244900, 0.101155, -1.029545], [-2.351697, 4.099500, -1.312077], [-3.480876, 3.794323, -2.051840], [-3.817802, 2.466886, -2.243756], [-3.021516, 1.478897, -1.683274], [-1.918920, 1.771049, -0.976247], [-1.596633, 3.056997, -0.810239], [-3.329108, 0.035723, -1.849572], [-4.570536, -0.408524, -2.280644], [-4.779231, -1.767769, -2.440407], [-3.742286, -2.641397, -2.167781], [-2.539097, -2.120141, -1.726314], [-2.336982, -0.813311, -1.553582], [-2.046649, 5.121045, -1.136491], [-4.088120, 4.578052, -2.484857], [-4.676634, 2.204835, -2.842207], [-0.683849, 3.255973, -0.269690], [-5.366062, 0.293082, -2.479601], [-5.739655, -2.136600, -2.774619], [-3.851865, -3.709405, -2.288935], [-1.696481, -2.762574, -1.518155], [1.385050, 2.268121, -4.485968], [1.066842, 1.037977, -3.305437], [-0.486056, 0.422360, -3.262776], [1.141973, 1.615762, -1.719207], [2.411718, -0.260287, -3.726519], [3.179242, -0.018996, -4.854504], [4.161163, -0.925765, -5.250312], [4.377327, -2.072498, -4.519353], [3.615865, -2.328672, -3.381150], [2.639908, -1.435951, -2.983191], [1.734205, -1.863433, -1.514952], [2.182518, -3.138557, -1.065661], [1.869658, -0.726590, -0.580686], [0.292013, -1.786313, -1.900214], [0.949268, 3.095568, -4.245749], [3.022993, 0.878047, -5.435948], [4.750132, -0.720400, -6.133844], [5.137157, -2.779009, -4.824914], [3.777346, -3.225209, -2.799799], [-2.168454, -3.149654, 1.405065], [-0.715781, -1.595298, 1.440527], [0.896286, -2.716977, 2.227623], [-1.395190, -0.611466, 3.239625], [-0.292577, -0.357414, 4.227377], [0.020549, -1.359857, 5.144586], [1.057822, -1.220629, 6.050534], [1.801807, -0.049999, 6.057276], [1.486213, 0.963944, 5.169354], [0.446361, 0.835175, 4.249059], [0.162857, 1.973837, 3.311937], [0.998636, 1.666315, 1.352607], [2.895837, 0.906083, 1.891215], [1.554400, 3.671704, 0.928629], [-2.258902, -3.546271, 2.415987], [-1.837956, -3.947117, 0.740558], [-3.135535, -2.781117, 1.068215], [0.496420, -3.412895, 2.963651], [1.603868, -2.050900, 2.716966], [1.394448, -3.257890, 1.426616], [-2.131183, -1.292995, 3.668756], [-1.922987, 0.295330, 2.947116], [-0.568874, -2.270459, 5.148338], [1.276870, -2.016499, 6.749707], [2.612011, 0.081396, 6.762113], [2.050378, 1.889470, 5.195576], [0.606054, 2.894373, 3.693907], [-0.906664, 2.151122, 3.193119], [3.300373, 1.498521, 2.710928], [3.547992, 0.970835, 1.022473], [2.821908, -0.134834, 2.195851], [2.444714, 3.904342, 1.511481], [0.757327, 4.357556, 1.215217], [1.771547, 3.778316, -0.131974]],
  "forces_ev_per_angstrom": [[-0.053, 0.455, -0.428], [-0.005, 0.001, 0.014], [-0.022, 0.026, -0.023], [0.011, -0.013, 0.049], [-0.061, -0.086, 0.086], [0.121, -0.011, -0.182], [-0.026, -0.023, 0.017], [-0.053, 0.044, 0.021], [0.059, 0.004, 0.013], [-0.027, -0.023, -0.007], [0.025, 0.014, 0.012], [-0.045, 0.002, -0.036], [0.012, 0.015, -0.006], [0.004, -0.002, -0.002], [0.003, 0.001, 0.008], [0.001, 0.012, 0.001], [0.024, 0.001, -0.006], [-0.015, -0.021, -0.002], [0.002, 0.004, -0.002], [-0.008, 0.003, -0.005], [0.007, -0.009, 0.007], [-0.032, 0.031, 0.011], [-0.253, -0.081, 0.377], [0.226, 0.119, 0.109], [0.039, -0.025, -0.258], [0.096, -0.069, -0.048], [0.095, -0.055, -0.043], [-0.047, 0.099, -0.020], [0.000, -0.081, 0.064], [0.050, 0.014, -0.066], [0.023, 0.064, -0.082], [-0.225, 0.270, -0.133], [0.019, -0.029, 0.054], [0.145, -0.119, 0.208], [0.146, -0.477, -0.054], [-0.035, 0.029, -0.035], [-0.032, 0.015, 0.018], [-0.005, 0.002, 0.001], [-0.005, -0.004, 0.018], [-0.014, 0.004, 0.012], [-0.012, -0.119, 0.064], [-0.173, 0.059, 0.017], [0.019, -0.035, 0.084], [-0.051, 0.000, 0.186], [-0.029, 0.012, -0.041], [0.032, -0.023, 0.035], [-0.021, 0.007, -0.024], [0.007, 0.009, 0.017], [0.015, -0.017, 0.012], [-0.034, 0.016, -0.070], [0.025, 0.046, 0.196], [-0.169, -0.256, -0.201], [0.122, 0.064, 0.093], [0.086, 0.136, 0.071], [-0.043, -0.033, -0.024], [-0.007, -0.003, 0.002], [-0.004, 0.021, 0.017], [0.060, -0.018, 0.009], [0.009, -0.006, -0.003], [-0.005, 0.008, -0.040], [0.005, 0.021, 0.012], [0.028, 0.011, -0.022], [-0.003, 0.005, -0.012], [0.004, 0.006, 0.003], [-0.001, -0.005, -0.002], [-0.004, -0.001, -0.004], [-0.004, -0.020, 0.025], [0.006, 0.005, -0.024], [0.031, -0.023, -0.002], [-0.017, -0.003, -0.013], [-0.025, -0.001, -0.002], [-0.006, 0.069, -0.021], [0.004, 0.007, 0.008], [0.009, -0.037, -0.009]]
}


Entry 3:
{
  "formula": "C18H24BeCl6F20LiN3O12PS2",
  "method": "ωB97M-V/def2-TZVPD",
  "spin_multiplicity": 1,
  "lumo_energy_ha": -0.121,
  "energy_ev": -209123.841,
  "total_charge": -1,
  "symbols": ["C", "C", "C", "C", "P", "C", "F", "F", "C", "F", "F", "C", "F", "F", "C", "F", "F", "C", "F", "F", "C", "F", "F", "C", "F", "F", "C", "F", "F", "F", "H", "H", "H", "H", "H", "H", "H", "H", "H", "H", "H", "H", "H", "Be", "C", "Cl", "Cl", "Cl", "Cl", "C", "C", "N", "H", "H", "H", "Cl", "C", "C", "O", "C", "O", "O", "F", "H", "H", "H", "N", "H", "H", "H", "H", "N", "S", "O", "O", "F", "S", "O", "O", "F", "Li", "O", "H", "O", "Cl", "O", "O", "O"],
  "coordinates": [[-2.428417, -4.189228, -0.041269], [-2.090297, -3.586283, -1.408747], [-1.149450, -2.377184, -1.240939], [-2.008229, -1.132457, -0.954076], [-0.134359, -1.968678, -2.906881], [1.528339, -2.859496, -2.196134], [2.245929, -3.225331, -3.313313], [1.138322, -4.018949, -1.600874], [2.406730, -1.991983, -1.297826], [1.667349, -1.324346, -0.389705], [2.920656, -1.048680, -2.114145], [3.624097, -2.701929, -0.612760], [4.762043, -2.074322, -0.909641], [3.773358, -3.942679, -1.178020], [3.476673, -2.960676, 0.904889], [2.341972, -3.652877, 1.085106], [4.494637, -3.820070, 1.264715], [3.470401, -1.755831, 1.920593], [4.025627, -2.224569, 3.064619], [2.194922, -1.503949, 2.234989], [4.265890, -0.481345, 1.569645], [3.871973, 0.097055, 0.433703], [5.551090, -0.883546, 1.429351], [4.289875, 0.625731, 2.687886], [4.957643, 1.644113, 2.117636], [5.014117, 0.255494, 3.741640], [2.891063, 1.167603, 3.095107], [2.947306, 2.402678, 3.541727], [2.446566, 0.409497, 4.121904], [2.023809, 1.120879, 2.082538], [-2.958302, -3.444539, 0.551700], [-1.544043, -4.559143, 0.482753], [-3.137274, -5.001242, -0.216701], [-3.037246, -3.197962, -1.794027], [-1.696848, -4.340726, -2.090860], [-0.538280, -2.515781, -0.345219], [-1.310688, -0.287867, -0.878118], [-2.488573, -1.217632, 0.018157], [-2.689290, -0.897811, -1.761595], [0.272954, -0.653794, -2.446609], [0.614905, -1.714782, -4.152468], [-0.484386, -3.295336, -3.488407], [-1.317713, -1.391089, -3.490528], [5.691331, -5.288210, 0.120583], [1.206333, -7.562773, -2.987827], [-0.041236, -6.401987, -3.573264], [1.881612, -8.383263, -4.405621], [2.484621, -6.710752, -2.150227], [0.433437, -8.719231, -1.923526], [1.677897, 5.050064, 5.351389], [0.562124, 5.850009, 5.849243], [-0.320967, 6.480134, 6.244133], [1.569073, 4.026248, 5.701351], [1.686796, 5.055634, 4.266724], [2.625992, 5.443219, 5.703640], [4.258098, 4.378573, 4.171177], [-2.907915, 8.682794, 5.868100], [-3.074225, 8.555345, 4.372146], [-4.484792, 8.795540, 4.218154], [-4.855649, 9.606052, 5.244981], [-5.910753, 10.177311, 5.252718], [-3.939247, 9.650300, 6.201212], [-2.791752, 7.324830, 3.925932], [-3.107470, 7.745160, 6.384178], [-1.923637, 9.038164, 6.153468], [-2.519177, 9.286695, 3.784403], [-7.357273, 8.051003, 3.767994], [-7.140951, 7.053812, 3.719517], [-6.547094, 8.563735, 4.150759], [-7.562140, 8.400558, 2.831370], [-8.164228, 8.200434, 4.374038], [1.610344, -2.308526, -8.496493], [1.910142, -1.269290, -7.339646], [1.469354, -1.683596, -6.037193], [1.788440, 0.108358, -7.669559], [3.477237, -1.479280, -7.268565], [0.083599, -2.483179, -8.845789], [-0.136221, -3.650208, -9.634794], [-0.624211, -1.295779, -9.185298], [-0.556352, -2.906361, -7.427646], [1.372594, -5.166346, -4.995894], [6.960380, -4.118646, -2.777053], [6.461731, -3.865261, -1.991852], [-6.370733, -3.371008, -1.959716], [-5.958102, -2.380058, -0.997508], [-4.526233, -2.138929, -1.150366], [-6.204133, -2.860540, 0.341824], [-6.670664, -1.147985, -1.217587]],
  "forces_ev_per_angstrom": [[0.006, 0.159, -0.371], [0.221, 0.179, -0.314], [-2.594, -0.050, 1.776], [1.910, 0.797, -0.545], [-0.213, 0.755, -0.970], [-0.892, -0.071, -0.466], [0.242, -0.427, 0.156], [0.253, 0.026, 0.218], [0.614, 0.668, -0.696], [-0.149, -0.557, 0.345], [0.059, -0.109, -0.095], [0.242, -0.380, -0.464], [-0.042, 0.297, 0.474], [-0.390, -0.060, 0.118], [-0.060, -0.036, 0.020], [-0.046, 0.049, -0.083], [-0.024, 0.557, 0.009], [-0.141, -0.441, 0.809], [0.205, -0.099, -0.140], [-0.090, 0.293, -0.499], [0.584, 0.177, 0.667], [-0.266, -0.282, -0.140], [-0.047, -0.087, -0.152], [0.274, 1.006, -0.804], [-0.123, -0.008, -0.284], [-0.412, -0.501, 0.212], [-0.090, 0.441, 1.408], [-0.412, -1.307, -0.728], [-0.271, -0.334, -0.344], [-0.034, -0.251, -0.152], [0.085, -0.067, 0.143], [-0.057, -0.031, 0.058], [0.080, -0.077, 0.153], [0.349, -0.283, -0.343], [0.082, -0.073, 0.140], [0.895, -0.074, -0.640], [-0.167, 0.076, 0.173], [-0.290, -0.261, -0.155], [-0.345, -0.225, 0.219], [0.167, -0.219, 0.387], [0.091, 0.044, 0.069], [0.377, -0.181, 0.189], [-0.011, -0.228, -0.068], [0.464, -0.281, -0.552], [0.081, -0.314, 0.055], [-0.047, 0.018, 0.157], [-0.027, 0.051, -0.047], [-0.012, 0.090, -0.070], [-0.039, 0.054, -0.050], [-0.669, 0.208, 0.335], [-0.442, 0.187, 0.209], [0.156, -0.032, -0.213], [0.079, -0.025, -0.026], [0.148, 0.017, -0.018], [0.075, -0.017, -0.118], [1.239, 1.155, 0.252], [0.406, 0.021, 0.198], [0.369, -0.553, 0.104], [0.007, 0.341, -0.028], [0.151, 0.189, 0.413], [-0.257, -0.412, -0.142], [0.005, -0.098, -0.373], [-0.207, 0.002, -0.054], [0.004, -0.058, -0.104], [-0.094, 0.155, 0.110], [-0.071, 0.001, -0.066], [0.008, -0.161, -0.021], [0.005, 0.000, -0.034], [-0.106, 0.258, -0.010], [0.026, 0.011, -0.001], [0.019, 0.042, 0.011], [-0.389, -0.017, 0.456], [1.245, 0.854, 0.049], [-0.201, -0.476, 0.226], [-0.366, -0.063, -0.118], [-0.161, -0.350, -0.153], [-0.877, -0.430, -0.280], [0.514, -0.031, -0.098], [0.204, 0.160, 0.109], [0.050, -0.046, 0.062], [0.128, 0.734, -0.024], [-0.222, -0.565, 0.404], [-0.117, 0.475, 0.014], [0.027, 0.002, 0.010], [-0.039, -0.090, 0.039], [-0.668, 0.139, 0.093], [0.024, 0.008, 0.001], [0.006, 0.038, 0.005]]
}